Computed, not measured: one molecule with the formula C2H2N4 in a non-equilibrium geometry, with wB97M-V/def2-TZVPD.

Last columns: bonded neighbours and bond lengths (Å).
Atoms and positions in Å:
1 C 0.78537 1.18189 0.05477  N3 1.200, N5 1.233
2 C 0.20416 -1.38477 0.16062  N4 1.278, N6 1.249
3 N 1.59041 0.35936 -0.28363  C1 1.200, N4 1.488
4 N 1.44111 -1.06868 0.10818  C2 1.278, N3 1.488
5 N -0.39692 1.38939 -0.22766  C1 1.233, H7 0.982
6 N -0.89983 -0.86514 -0.10462  C2 1.249, H8 1.008
7 H -0.98498 1.80983 0.43714  N5 0.982
8 H -1.73931 -1.42188 -0.14480  N6 1.008

Values from the calculation:
Charge   0
Gap between HOMO and LUMO   0.2940 Eh
Energy relative to the best compared isomer or geometry (same formula, charge and spin)   5.297 eV
HOMO level   -0.3357 Eh